Here is a cluster of 2 separate species, C3H9NO2 in total in a non-equilibrium geometry from the OMol25 dataset. Energies are from ωB97M-V/def2-TZVPD.

```
15
C3H9NO2, DFT ωB97M-V/def2-TZVPD
C 0.767 -0.645 -0.152
C 0.460 -1.820 -1.054
O 2.177 -0.522 0.027
H 2.415 0.403 -0.148
H 0.338 -0.817 0.840
H 0.335 0.371 -0.601
H 0.879 -1.673 -2.054
H 0.898 -2.743 -0.657
H -0.620 -1.980 -1.131
N -1.910 1.342 0.968
C -0.694 1.889 0.744
O -0.337 2.242 -0.395
H -2.599 1.375 0.228
H -2.139 0.879 1.837
H 0.031 1.699 1.548
```

Its structure (SMILES) is NC=O.CCO. The value obtained for the calculated total energy is -8841.5046 eV. The value obtained for the HOMO energy is -9.995 eV. The value obtained for the HOMO-LUMO gap is 10.7 eV.

Here is a cluster of 2 separate species, C3H9NO2 in total in a non-equilibrium geometry from the OMol25 dataset. Energies are from ωB97M-V/def2-TZVPD.

```
15
C3H9NO2, DFT ωB97M-V/def2-TZVPD
O 3.627 -1.327 -1.440
C 2.597 -1.826 -1.841
C 2.125 -1.602 -3.145
H 1.996 -2.643 -1.373
H 2.592 -0.675 -3.632
H 1.096 -1.570 -3.198
H 2.316 -2.484 -3.630
N -3.175 2.431 2.312
C -2.824 1.038 2.323
O -1.606 0.845 1.470
H -3.077 2.762 1.339
H -2.835 2.979 3.139
H -2.716 0.635 3.339
H -3.630 0.452 1.917
H -1.071 1.724 1.661
```

Its structure (SMILES) is CC=O.NCO. The value obtained for the calculated total energy is -8840.1851 eV. The value obtained for the HOMO energy is -9.505 eV. The value obtained for the HOMO-LUMO gap is 10.4 eV.